# 1
171
Properties=species:S:1:pos:R:3:forces:R:3 method="wB97M-V/def2-TZVPD" orbital_gap_ev=7.63 lumo_ha=-0.0137
I -2.7546 -2.0606 -3.6617 -0.582 -0.277 -0.602
I -1.1107 -3.4628 -1.0410 0.327 0.139 0.512
I -1.3909 -0.1814 -6.5472 0.166 -0.179 -0.226
I 0.8335 -4.8227 -5.4658 0.116 0.226 0.381
Cl 1.6712 0.3098 0.3015 -0.241 -0.142 0.073
S 3.6191 -0.5582 -4.6717 -0.086 0.131 0.104
P 2.7412 -1.3025 -3.1476 0.177 0.703 -1.139
P 4.1131 1.8873 -0.5445 -0.372 0.558 0.236
O -0.0727 3.6945 -3.3599 0.156 -0.116 0.195
O 2.8321 -2.8865 -3.2590 -0.509 -0.859 0.275
O 4.7076 1.5281 -2.0234 0.215 -0.309 0.211
O -1.4207 -7.5451 -4.7643 -0.030 0.059 0.070
O -1.8052 -7.6927 2.6427 -0.188 0.009 0.148
O -0.2842 11.7017 2.7985 -0.005 -0.023 -0.059
O -0.1892 1.1000 -1.8725 -0.064 -0.242 0.340
O 3.4482 -1.0443 -1.7351 -0.173 -0.376 0.198
O 4.5675 0.6180 0.3885 0.431 -0.126 -0.212
O 1.9669 6.3178 3.8304 -0.131 0.109 -0.002
O -5.9865 -1.4862 2.2724 0.024 0.046 -0.008
O 0.1206 -1.1489 -4.0775 0.135 -0.524 0.249
O 6.3231 5.7602 3.7537 -0.009 0.017 -0.011
O -2.2484 0.5533 0.1883 -0.230 -0.187 -0.299
O 0.8107 -8.0118 -0.7361 0.101 -0.200 0.037
O 2.0634 1.2261 -2.2130 -0.412 -0.425 0.791
C -0.1215 -3.6506 -3.9578 -0.014 -0.561 1.198
C 6.1816 5.6042 2.3388 0.051 -0.073 0.001
C -0.0051 13.5848 1.3957 0.096 -0.037 -0.008
C -0.6624 -2.2856 -4.3634 0.244 0.361 -1.209
C -0.1754 -4.2600 -2.7499 0.043 0.294 -0.574
C 2.4023 8.6287 4.1024 -0.037 -0.024 -0.128
C 0.1225 3.2535 4.1480 -0.730 0.043 -0.249
C -4.1634 -7.6291 2.8190 0.024 -0.101 0.018
C 0.2519 3.0219 0.2623 0.076 0.797 -0.160
C 2.2090 -9.6716 0.1977 0.025 0.069 0.066
C -0.1284 2.2900 5.3028 0.358 0.552 0.175
C -5.0000 -2.4105 1.8168 -0.031 -0.150 -0.071
C 0.5564 -8.0483 0.6768 0.100 0.099 -0.098
C 1.5919 2.9484 -0.4955 -0.732 -0.183 0.457
C -2.9703 -7.1886 1.9818 0.025 0.094 0.035
C -3.5642 -7.6471 4.2240 0.005 0.103 -0.026
C 0.9199 -0.8442 -2.9417 0.765 0.337 0.933
C 0.3613 3.6025 1.6803 -0.634 -0.384 -0.084
C 1.6664 -9.0944 -1.1037 -0.082 -0.043 0.043
C -6.2540 -1.7047 3.6582 0.083 0.044 0.044
C 2.9640 7.2276 4.3011 0.087 -0.041 0.065
C -3.4904 2.2420 1.5179 0.190 -0.366 -0.049
C 1.0554 -9.3995 1.1642 -0.017 -0.077 -0.107
C -2.8070 -7.6746 -5.0833 -0.038 -0.045 0.076
C -4.4057 -3.0550 3.0628 0.000 0.085 0.060
C 0.1316 11.2286 1.5149 0.138 0.022 0.040
C -2.9546 -9.0075 -5.8060 0.074 -0.001 -0.062
C 8.1627 6.8354 2.7333 0.009 -0.076 -0.039
C 0.3499 2.5689 2.8025 0.728 0.664 0.476
C -0.7520 -8.7886 -4.9729 0.022 0.002 -0.118
C -1.4180 0.4330 -2.0549 -0.379 0.074 -0.105
C 0.9056 8.3881 4.2773 -0.028 0.009 0.060
C -1.8456 -3.1072 -6.6060 0.706 -0.509 -0.956
C 0.8518 0.7303 -2.7275 -0.611 0.248 -1.327
C -2.4666 1.0056 -1.1440 0.588 0.184 0.767
C -0.1790 12.3423 0.5240 -0.088 0.031 0.022
C -1.3855 -3.5673 -8.0146 0.123 0.417 0.130
C -3.3589 0.7881 1.0385 0.202 0.082 0.394
C -1.8443 -9.8338 -5.1576 -0.066 0.013 0.072
C -2.1544 -8.1547 3.9508 -0.016 -0.075 -0.017
C 7.4002 6.6509 4.0393 -0.063 0.078 -0.028
C 7.0447 6.6858 1.7022 -0.021 0.079 0.057
C -0.8087 -2.1982 -5.9348 -0.951 0.682 0.526
C -5.5991 -3.0332 4.0170 -0.022 -0.064 -0.065
C 2.1813 1.5870 -0.8501 1.212 0.102 -0.408
C 0.8885 2.9180 -4.0709 -0.257 -0.022 -0.714
C 0.7345 7.0206 3.6296 0.106 -0.015 -0.117
C 0.3772 -5.6151 -2.3673 -0.230 0.396 -0.206
C -0.5552 13.1029 2.7315 -0.107 -0.011 -0.008
C 0.6383 1.4143 -4.0884 0.378 0.811 0.607
H 0.8562 3.2198 -5.1238 0.127 0.085 -0.069
H -3.1418 2.3212 2.5451 -0.062 0.099 0.104
H -4.5222 2.5775 1.4604 -0.019 0.173 0.013
H 0.2816 9.1548 3.8198 0.011 0.021 0.011
H 8.6854 7.7894 2.6818 -0.017 0.016 -0.004
H 2.6068 8.9772 3.0867 0.012 0.003 0.002
H -0.3887 10.2977 1.2864 -0.025 -0.009 0.062
H -2.3666 2.0961 -1.1562 -0.331 0.088 -0.235
H 0.6580 8.3359 5.3399 -0.012 -0.005 -0.001
H -1.8068 0.5505 -3.0748 0.290 0.091 -0.047
H -1.2125 12.2650 0.1802 -0.001 -0.006 0.001
H 1.0754 -9.8393 -1.6487 0.034 -0.037 -0.014
H -4.2875 0.4350 0.5800 0.007 0.027 -0.190
H -0.1043 -8.9913 -4.1195 0.015 0.035 0.042
H -3.5286 -6.6332 4.6286 0.009 0.000 0.010
H 1.8849 3.1595 -3.7137 -0.050 0.083 0.304
H 8.8972 6.0369 2.6081 0.001 -0.002 0.010
H 8.0123 6.2266 4.8360 -0.027 -0.027 0.014
H 5.5538 1.0649 -1.9472 -0.111 0.156 -0.374
H -0.0845 6.4444 4.0618 0.037 -0.069 -0.006
H 6.9847 7.6024 4.3913 0.052 0.022 0.008
H -0.4178 1.8092 2.6492 0.070 -0.136 -0.199
H -0.1647 -6.3753 -2.9285 0.159 -0.179 -0.151
H 1.3201 1.0136 -4.8330 -0.115 -0.300 -0.100
H -3.4539 0.6809 -1.4812 -0.106 0.091 -0.109
H 0.5798 -1.2594 -1.9847 -0.129 -0.369 -0.267
H -0.5020 -7.8973 0.8579 0.033 0.004 -0.064
H 2.3271 3.4571 0.1272 0.140 0.054 0.035
H 0.2760 -10.1553 1.0420 -0.009 0.008 0.009
H 0.5649 7.1088 2.5503 -0.077 0.034 0.012
H -1.3621 -0.6440 -1.8651 0.289 0.289 0.139
H -0.1280 -8.7038 -5.8700 0.014 -0.046 0.011
H 3.1514 -1.6975 -1.0806 0.115 0.394 0.163
H -5.8180 -0.8805 4.2328 -0.012 -0.019 0.048
H -3.1144 -6.8222 -5.6910 0.040 0.028 0.010
H -0.0922 13.5964 3.5865 0.008 -0.037 0.025
H -2.8459 2.8882 0.9296 -0.062 0.177 -0.191
H -4.0093 -4.0524 2.8737 -0.019 -0.012 -0.004
H -2.1936 -3.4416 -8.7309 -0.076 -0.190 -0.052
H -3.3830 -7.6613 -4.1516 -0.042 -0.003 -0.026
H -0.5636 -2.9531 -8.3820 0.073 0.044 -0.018
H -3.5975 -2.4371 3.4596 0.021 0.005 -0.008
H -4.1087 -8.2747 4.9274 -0.007 -0.020 -0.012
H -2.8987 -6.0964 1.9348 -0.036 0.003 -0.035
H -1.6388 13.2517 2.7906 0.005 0.051 -0.004
H 2.8179 9.3541 4.8001 -0.015 -0.006 0.024
H 3.8890 7.0537 3.7505 0.018 -0.060 0.037
H 0.9246 3.9619 4.3515 0.192 -0.106 0.074
H -3.9479 -9.4389 -5.6942 0.000 -0.011 0.024
H 1.0551 13.8294 1.4902 -0.001 0.007 0.006
H -0.3726 3.7180 -0.3005 -0.085 -0.087 -0.178
H 5.2103 0.0435 -0.0494 -0.302 -0.172 0.088
H -5.0194 -6.9643 2.7133 0.003 0.025 0.011
H 1.3429 2.1169 2.8610 -0.122 -0.520 -0.177
H -2.7636 -2.5663 -6.7913 -0.275 -0.069 0.657
H 0.5882 1.4701 5.2950 -0.106 -0.197 -0.010
H -0.0005 2.8189 6.2477 -0.011 -0.048 0.126
H -1.5182 -10.6816 -5.7578 -0.002 0.009 -0.025
H -1.4219 -7.7818 4.6670 0.036 0.013 -0.033
H 6.5279 4.6035 2.0613 -0.016 0.004 -0.050
H 1.2280 4.2568 1.7792 0.097 0.037 0.031
H 0.1728 -2.2660 -6.3806 0.235 -0.151 0.108
H 1.1076 -7.2267 1.1485 -0.011 -0.023 0.057
H 7.3948 6.4133 0.7080 0.016 -0.017 0.002
H -2.1179 -9.2493 3.9551 -0.020 -0.002 0.044
H -0.9458 3.4241 -3.6673 0.093 0.042 0.078
H -2.9985 -7.5757 0.9621 0.048 -0.001 -0.006
H -4.2584 -1.8803 1.2174 -0.030 0.021 -0.007
H 0.4719 12.3234 -0.3484 0.021 0.000 0.007
H 3.1520 7.0216 5.3602 0.044 0.036 0.005
H -4.4759 -8.6354 2.5322 -0.005 0.004 -0.014
H -0.2805 2.0805 0.2712 0.047 -0.182 0.070
H 0.2255 -5.8081 -1.3152 0.005 -0.048 -0.010
H -1.1544 1.9287 5.2911 0.018 -0.331 -0.120
H 5.1268 5.6866 2.0741 -0.022 -0.020 0.040
H -5.3239 -3.0970 5.0686 0.019 0.019 0.003
H 1.3531 -9.3850 2.2110 0.017 0.015 0.003
H -0.3907 1.2822 -4.4046 0.057 -0.325 -0.093
H -0.5124 4.2414 1.8332 -0.060 0.122 0.054
H -2.0197 -4.0056 -6.0171 -0.236 0.111 0.266
H 3.0973 -9.1198 0.5127 0.009 -0.003 -0.009
H 2.4751 -10.7241 0.1124 -0.018 -0.011 0.000
H 1.2074 11.0238 1.5549 0.001 -0.028 -0.067
H 1.5136 3.5345 -1.4094 0.112 -0.139 -0.172
H -7.3326 -1.7036 3.8174 -0.012 0.016 -0.038
H -3.1773 0.1590 1.9070 -0.041 -0.171 0.040
H -5.4895 -3.1566 1.1803 0.052 -0.032 -0.008
H -0.5244 14.4642 1.0185 -0.024 -0.009 -0.006
H 6.4833 7.6196 1.6216 -0.008 -0.004 -0.005
H -0.7795 3.8645 4.0303 -0.021 0.160 0.105
H -6.2749 -3.8610 3.7904 -0.012 0.004 0.004
H -2.7548 -8.8839 -6.8724 -0.006 0.011 -0.002
H -2.1757 -10.2099 -4.1871 0.013 0.001 0.005
H 1.4462 -5.6846 -2.5578 0.094 -0.107 -0.253
H -1.0462 -4.5973 -8.0168 -0.018 -0.135 -0.030
H 2.4505 -8.7244 -1.7667 -0.021 0.035 -0.012
H 2.4010 -3.3391 -2.5198 -0.083 -0.219 -0.147

# 2
18
Properties=species:S:1:pos:R:3:forces:R:3 method="wB97M-V/def2-TZVPD" e_above_lowest_ev=1.290 orbital_gap_ev=9.64 lumo_ha=0.0340
N -0.7521 -5.9976 1.6495 -0.520 0.164 -0.059
N 0.9702 3.8974 -1.5440 -0.764 2.458 -1.226
N -1.6002 -3.8617 1.5038 2.002 -2.800 1.819
N 2.0423 5.8554 -1.5213 0.314 1.507 -0.967
C -2.1758 -4.5384 2.6193 0.874 -0.871 -1.529
C -1.6908 -5.8553 2.6200 -1.969 -0.213 1.725
C 1.8811 4.6446 -0.9563 -0.013 -1.525 -0.201
C -0.7100 -4.7887 1.1002 -0.340 3.188 -3.212
C 0.4406 4.7935 -2.5847 0.839 -1.495 1.594
C 1.1341 5.9617 -2.5713 -0.360 -0.483 -0.045
H 1.0182 6.8219 -3.2306 0.294 -0.223 0.516
H -0.0521 -4.6205 0.2475 -0.232 0.066 0.180
H -2.8498 -3.9607 3.2518 0.123 -0.765 -0.078
H -1.9404 -6.7933 3.1160 -0.298 0.767 0.452
H -0.6470 -6.8360 1.0727 0.359 0.462 0.705
H -0.4036 4.4917 -3.2046 0.478 0.089 0.235
H 2.5053 4.2841 -0.1386 -0.182 0.276 -0.253
H 2.8299 6.5019 -1.4295 -0.605 -0.600 0.345

# 3
17
Properties=species:S:1:pos:R:3:forces:R:3 method="wB97M-V/def2-TZVPD" e_above_lowest_ev=8.458 orbital_gap_ev="6.98 / 6.98" lumo_ha="0.0034 / 0.0034"
C 0.4861 -0.6871 0.3647 -0.025 0.187 -0.096
C -1.5735 1.1683 -0.1012 -0.492 -0.296 0.074
C 0.2136 0.7284 0.6095 0.068 0.010 0.136
C -2.4740 0.3580 0.1944 0.763 0.067 0.010
C 0.4210 -1.2944 -1.0230 -0.190 -0.041 -0.042
C -0.2449 1.7136 -0.3783 0.151 0.110 -0.115
C 1.7684 -0.6092 0.9053 -0.259 -0.064 0.100
H 2.0191 -0.1736 1.8694 -0.354 -0.007 -0.113
H 0.7358 -0.5792 -1.7969 -0.078 -0.052 0.170
H 1.0997 -2.1531 -1.0958 -0.216 0.143 0.124
H 0.0363 1.5232 -1.4141 0.058 0.122 0.120
H 2.6372 -1.0185 0.3707 -0.422 -0.016 0.136
H 0.1551 1.0075 1.6574 -0.046 0.052 -0.207
H -3.5521 0.2954 0.0361 0.639 -0.580 0.439
H -0.1361 2.7627 -0.1060 0.159 -0.083 -0.092
H -1.4110 -1.1781 1.0010 0.187 0.403 -0.523
H -0.5908 -1.6273 -1.2364 0.056 0.044 -0.120

# 4
11
Properties=species:S:1:pos:R:3:forces:R:3 method="wB97M-V/def2-TZVPD" e_above_lowest_ev=0.000 orbital_gap_ev="7.38 / 7.06" lumo_ha="0.0299 / -0.0852" multiplicity=3
S -1.8228 -1.1633 0.0181 2.173 -0.776 0.091
S -0.5039 2.6493 1.1533 -0.419 2.205 0.116
C 0.9149 -0.3216 -0.6611 -0.771 1.521 -0.077
C -0.5258 0.0983 -0.3229 1.523 1.882 2.647
C -0.2713 1.0871 0.9865 -0.617 -3.611 -2.187
H 0.9260 -0.8966 -1.5158 -0.128 -1.053 -2.484
H 1.2010 -1.0378 0.0324 1.126 -0.886 1.919
H 1.6504 0.5240 -0.8056 -1.058 -0.857 0.546
H 0.1370 0.4013 1.6584 0.735 -0.362 1.747
H -0.9035 -2.1740 0.4630 -1.278 1.413 -0.579
H -0.8020 0.8334 -1.0063 -1.285 0.522 -1.739

# 5
12
Properties=species:S:1:pos:R:3:forces:R:3 method="wB97M-V/def2-TZVPD" total_charge=+1 e_above_lowest_ev=2.603 orbital_gap_ev=9.92 lumo_ha=-0.1604
N -0.3637 1.1597 -0.2326 0.814 0.176 -0.941
N -1.3856 1.7492 0.1857 -0.637 -0.443 0.561
N -2.2893 1.7687 0.8482 -1.023 1.394 -0.003
N -0.3187 -0.0820 0.4145 0.280 -0.712 0.086
N 1.7324 -0.5826 -1.1268 -0.196 -1.010 -3.325
C -1.1991 -0.5222 1.2034 1.102 0.599 0.891
H -0.9386 -1.3110 1.9057 -0.273 -0.427 -0.674
H 1.2662 -1.2428 -1.9416 1.852 1.988 2.568
H 0.9489 -0.4177 -0.4231 0.211 -0.485 0.533
H 1.9574 0.3459 -1.5628 -0.206 -1.064 0.376
H 2.6093 -0.9888 -0.7325 -1.017 0.172 -0.424
H -2.0192 0.1235 1.4620 -0.908 -0.190 0.353

# 6
40
Properties=species:S:1:pos:R:3:forces:R:3 method="wB97M-V/def2-TZVPD" e_above_lowest_ev=0.062 orbital_gap_ev=5.88 lumo_ha=-0.0783
Te -1.0042 0.9836 -2.1316 0.016 -0.019 0.101
Rh 0.8821 1.1740 -0.5075 0.524 0.186 -0.085
S 2.3253 -3.0549 -0.0809 -0.006 0.016 0.028
S 1.8028 3.0895 -2.0720 0.216 0.105 -0.073
O 2.3007 1.6218 -1.8859 -0.314 -0.030 0.053
O 2.8760 4.0236 -2.0544 -0.006 -0.106 0.002
O -0.1671 0.8661 1.1668 -0.135 -0.026 -0.157
O 0.9537 3.1810 -0.7693 -0.094 -0.121 0.109
O 0.9107 3.1141 -3.2084 -0.127 -0.007 0.019
N 0.1768 -1.7546 -0.4999 0.005 -0.068 0.139
N -0.4332 3.0510 1.8161 -0.022 0.013 -0.041
N 3.4999 -0.5854 -0.2603 -0.002 -0.004 -0.103
N -1.1650 -1.3065 3.5844 0.051 -0.026 -0.029
N 1.1869 -0.8392 -0.4514 -0.029 0.078 -0.180
N -1.7127 2.9393 5.0689 0.086 0.041 0.011
C -1.0834 -0.1624 3.4638 -0.097 0.043 0.019
C 2.3818 -1.3472 -0.2851 -0.008 0.007 0.010
C 0.5913 -2.9514 -0.2911 0.029 0.047 0.022
C 0.4008 -5.4694 -0.4609 -0.009 0.037 -0.015
C -1.3818 2.1461 4.2987 -0.157 -0.043 -0.026
C -1.9350 2.8561 -1.8446 0.073 0.001 0.052
C -0.9973 1.2414 3.2824 0.082 -0.019 0.004
C -0.3019 -4.1449 -0.1862 -0.009 -0.034 -0.006
C -2.4529 -0.0206 -0.9483 0.073 0.033 0.053
C -0.5102 1.7282 2.0643 -0.121 -0.033 0.018
H -2.9241 2.7881 -2.2931 -0.005 0.007 -0.014
H 3.4676 0.2651 -0.8200 0.024 -0.022 0.041
H -1.3192 3.6044 -2.3336 -0.011 -0.028 0.011
H 0.0654 3.3893 1.0055 0.006 -0.005 0.021
H 4.3900 -1.0526 -0.2367 -0.009 0.001 0.026
H -2.0043 3.0343 -0.7739 -0.011 0.017 -0.013
H -2.4556 -1.0718 -1.2117 0.012 -0.017 -0.017
H -2.1644 0.1002 0.0930 -0.052 -0.023 -0.002
H -0.6477 3.6960 2.5588 0.027 -0.001 0.005
H -0.3041 -6.2937 -0.3717 -0.001 -0.003 0.002
H -1.1268 -3.9887 -0.8824 -0.012 0.004 0.018
H 0.8258 -5.4942 -1.4649 0.007 -0.009 -0.001
H -0.7319 -4.1452 0.8185 0.006 0.014 0.004
H -3.4174 0.4392 -1.1529 -0.004 0.008 -0.006
H 1.2025 -5.6497 0.2579 0.004 -0.014 0.000

# 7
23
Properties=species:S:1:pos:R:3:forces:R:3 method="wB97M-V/def2-TZVPD" total_charge=+1 e_above_lowest_ev=0.000 orbital_gap_ev=9.85 lumo_ha=-0.1236
P 1.2274 -1.7624 1.7490 1.047 0.358 0.177
F 0.5094 0.8884 1.6280 -0.103 0.186 0.325
N -1.9538 0.5991 0.3068 -1.964 -1.509 -3.956
C 0.3978 -0.2989 0.9353 -3.872 -0.367 0.180
C 0.0620 1.0084 -1.2513 1.278 1.075 0.993
C -1.4403 0.7537 -1.2317 2.120 0.193 1.750
C -1.3434 -0.6010 0.8787 3.087 0.372 1.015
C 2.4134 0.2215 -0.4257 1.568 -0.099 -0.382
C 0.8956 -0.0511 -0.4917 0.812 0.851 1.410
H -2.9187 0.3093 -0.0484 0.937 0.867 1.653
H 0.8406 -0.9622 -0.9824 -0.413 -1.966 -1.138
H 0.5025 1.0845 -2.3049 -0.938 0.193 1.440
H -2.0037 1.4998 0.8351 0.455 -1.052 -0.419
H 3.0483 -0.6020 -0.0167 -1.057 0.028 -0.391
H 0.5291 -2.4213 0.7894 -0.129 -1.361 -1.063
H -1.9961 1.6165 -1.4149 -0.744 1.249 -1.495
H 2.8341 1.0403 0.1576 -0.964 0.514 0.171
H -1.7877 -0.8015 1.8467 0.396 0.183 0.411
H 0.3224 -2.2615 2.7007 -0.492 0.633 0.281
H 0.2437 1.9397 -0.6326 -0.058 -0.510 -1.261
H 2.8323 0.3848 -1.4232 -0.293 -0.052 -0.110
H -1.5916 -1.4719 0.2666 0.260 0.355 -0.281
H -1.6232 -0.1123 -1.8702 -0.934 -0.141 0.688

# 8
28
Properties=species:S:1:pos:R:3:forces:R:3 method="wB97M-V/def2-TZVPD" total_charge=+3 orbital_gap_ev="5.42 / 5.25" lumo_ha="-0.4662 / -0.4725" multiplicity=2
Re 0.3912 0.3862 -0.0206 0.190 0.061 0.338
Br 2.0686 3.1657 -4.6900 0.001 0.004 -0.009
O -2.9101 -2.1462 0.0418 -0.027 -0.031 -0.003
O 1.8714 0.4149 0.7106 0.088 0.344 -0.060
O 3.4936 -0.9391 2.6135 0.182 0.135 0.005
O -1.4349 -0.5072 -0.3430 -0.058 0.137 -0.113
N 0.2902 -1.4816 1.2425 -0.066 -0.187 0.005
N 0.1982 2.0117 -1.2293 -0.087 -0.166 -0.172
C -0.7252 2.9873 -1.0112 0.030 -0.102 -0.164
C -0.0860 -3.8350 2.7339 -0.033 0.015 -0.024
C 2.4826 -1.2559 2.2821 -0.224 -0.132 -0.046
C 0.9204 3.1121 -3.2306 -0.047 -0.009 0.071
C -0.8295 -2.1986 1.1612 0.004 0.083 -0.044
C -1.7927 -1.5715 0.2170 0.016 -0.118 0.057
C -0.8774 4.0201 -1.9027 0.030 0.098 0.030
C 1.0964 -3.1034 2.8510 -0.079 -0.013 -0.021
C -1.0697 -3.3731 1.8750 0.047 -0.056 0.075
C -0.0444 4.0995 -3.0143 0.000 -0.042 0.004
C 0.9998 2.0704 -2.3284 -0.011 0.097 -0.083
C 1.2266 -1.9434 2.0888 -0.006 -0.152 0.060
H -0.2249 -4.7422 3.3099 -0.002 0.002 -0.007
H 1.7252 1.2758 -2.4644 -0.018 0.004 0.009
H -1.3522 2.8995 -0.1343 0.037 -0.004 0.090
H -3.5208 -1.7077 -0.5892 0.006 0.004 0.003
H -1.6358 4.7701 -1.7244 0.023 0.020 0.007
H -2.0075 -3.9026 1.7534 -0.002 0.007 -0.006
H 1.8904 -3.4256 3.5165 0.003 0.003 -0.002
H -0.1434 4.9198 -3.7150 0.002 -0.001 -0.001

| no. | E (eV) |
| --- | --- |
| 1 | -160517.695 |
| 2 | -12310.820 |
| 3 | -7412.577 |
| 4 | -24874.769 |
| 5 | -8574.058 |
| 6 | -61763.115 |
| 7 | -19936.738 |
| 8 | -95885.212 |